No. 1
A 2-piece molecular cluster, C2H6INOS overall in a non-equilibrium geometry. Source: the OMol25 dataset; level of theory: ωB97M-V with the def2-TZVPD basis set.

```
12
C2H6INOS | the OMol25 dataset | ωB97M-V with the def2-TZVPD basis set
H 2.37 1.24 -0.19
C 0.40 0.57 0.84
H -2.05 0.00 -1.97
N -0.90 -0.10 0.58
H 0.06 1.51 0.95
C 1.37 0.67 -0.36
I -1.43 -1.35 -2.24
O -0.99 -1.21 1.21
H 0.83 0.15 1.68
H 0.80 1.10 -1.18
H 1.78 -0.40 -0.49
S -2.25 -2.18 1.18
```

The calculation puts the total energy at -905.48546 a.u. The spin multiplicity is 1. The value obtained for the HOMO energy (spin up / spin down) is -8.62 / -8.62 eV. As for the net charge: 0. The gap between HOMO and LUMO (spin up / spin down) is 7.33 / 7.32 eV. As for the energy above the lowest of the compared OMol25 structures with the same formula, charge and spin: 3.4926 eV.

No. 2
A single C2H6IP molecule in a non-equilibrium geometry. Source: the OMol25 dataset; level of theory: ωB97M-V with the def2-TZVPD basis set.

```
10
C2H6IP | the OMol25 dataset | ωB97M-V with the def2-TZVPD basis set
H 0.67 -0.62 -1.52
H 2.33 0.71 -0.16
C 1.26 0.84 0.01
P -1.05 -0.70 0.13
C 0.54 -0.39 -0.46
H 0.96 1.74 -0.53
H 1.08 1.00 1.07
H -1.33 -2.00 -0.18
H -0.94 -0.69 1.50
I -3.53 0.10 0.14
```

The calculation puts the total energy at -718.78477 a.u. The spin multiplicity is 1. The value obtained for the HOMO energy is -8.17 eV. As for the net charge: 0. The gap between HOMO and LUMO is 7.70 eV. As for the energy above the lowest of the compared OMol25 structures with the same formula, charge and spin: 0.4645 eV.

No. 3
C2H6InO2 as an isolated structure in a non-equilibrium geometry. Source: the OMol25 dataset; level of theory: ωB97M-V with the def2-TZVPD basis set.

```
11
C2H6InO2 | the OMol25 dataset | ωB97M-V with the def2-TZVPD basis set
C -0.01 0.24 0.81
H -0.79 1.10 -0.73
O -0.25 -1.72 -0.78
O 0.10 0.97 -0.40
H -0.67 0.77 1.50
H -1.69 -1.01 0.35
H -0.55 -1.93 1.29
In 3.87 3.62 -2.19
C -0.62 -1.21 0.48
H 1.04 0.22 1.12
H -0.42 -1.05 -1.45
```

The calculation puts the total energy at -418.89463 a.u. The spin multiplicity is 1. The value obtained for the HOMO energy is -22.81 eV. As for the net charge: +3. The gap between HOMO and LUMO is 2.37 eV. As for the energy above the lowest of the compared OMol25 structures with the same formula, charge and spin: 0.4448 eV.

No. 4
C2H6KO6P as an isolated structure in a non-equilibrium geometry. Source: the OMol25 dataset; level of theory: ωB97M-V with the def2-TZVPD basis set.

```
16
C2H6KO6P | the OMol25 dataset | ωB97M-V with the def2-TZVPD basis set
H -0.82 1.93 -1.48
H -0.31 -0.09 0.51
H 0.95 0.59 -0.96
O 1.02 -0.41 3.12
H -1.07 -1.13 -1.17
K -1.78 -0.15 3.11
O 1.60 -2.16 1.33
O 3.34 -0.50 2.04
O 0.70 0.66 -1.88
C -1.45 -0.11 -1.08
H -2.49 -0.11 -1.39
H -0.96 1.02 -2.93
C -0.63 0.93 -1.89
O 1.31 0.23 0.59
P 1.83 -0.74 1.79
O -1.24 0.04 0.30
```

The calculation puts the total energy at -1472.56378 a.u. The spin multiplicity is 1. The value obtained for the HOMO energy is 1.52 eV. As for the net charge: -2. The gap between HOMO and LUMO is 1.98 eV.